C19H26N4O2 as an isolated structure in a non-equilibrium geometry. Source: the Open Molecules 2025 dataset; level of theory: ωB97M-V/def2-TZVPD.

Summary:
HOMO level (eV): -8.8411
Spin multiplicity: 1
Lowest unoccupied orbital energy (eV): 0.373
Strongest force on any atom (Eh/bohr): 0.337
Kohn-Sham gap (eV): 9.21
Calculated total energy (eV): -30165.1796

Last column: Löwdin charge in e.
Atoms and positions in Å:
C -3.160971 -0.420576 -4.475289  -0.067
C -1.936092 -0.283246 -3.591971  -0.209
C -0.906655 0.645440 -4.266114  -0.220
H -0.677013 0.237527 -5.366540  0.163
H -1.664290 1.485752 -4.687286  0.166
C 0.251434 1.074864 -3.699177  -0.325
N 1.155992 0.065812 -3.664216  0.068
C 2.551118 -0.080708 -3.471290  -0.492
O 3.119942 1.028894 -3.581095  0.005
C 3.280619 -1.231586 -3.185549  -0.195
H 4.348334 -1.307603 -3.926550  0.224
H 2.816799 -2.239610 -3.355581  0.145
C 3.765715 -1.240077 -1.844593  -0.215
C 2.935681 -1.103489 -0.711388  -0.341
O 2.424485 -2.244183 -0.206464  -0.037
N 2.363519 0.245398 -0.617692  0.202
C 1.021728 0.473827 0.141347  -0.347
N 0.148036 1.138820 -0.416946  0.191
C -0.702437 1.080878 0.756638  -0.128
C -0.220395 0.672337 1.761656  -0.221
N 0.956550 -0.011754 1.420888  0.013
C 1.983396 -0.535387 2.259263  -0.045
H 2.319387 -1.508662 1.844051  0.055
H 2.772453 0.106926 2.611101  0.078
H 1.384109 -1.253951 3.267518  0.202
C -0.946610 0.466763 3.161346  -0.035
C -2.456441 0.145375 3.097863  0.115
C -2.791546 -0.000609 4.465626  -0.135
C -2.232981 0.458611 5.466965  -0.344
C -0.946956 0.797690 5.491182  -0.024
C -0.172433 0.721235 4.302967  -0.017
H 0.732824 0.993263 4.178385  0.033
H -0.341134 0.982746 6.418721  0.135
C -3.059041 0.248379 6.808768  0.001
H -2.437520 0.784367 7.595531  0.087
H -2.866662 -0.786701 7.280261  0.112
H -3.977597 0.506930 6.839479  -0.013
H -3.901283 0.030722 4.424097  0.137
H -2.767319 -0.109660 2.244407  0.026
H -1.506021 1.733561 0.392415  0.141
H 2.525576 1.023737 -1.149574  0.075
H 4.733680 -0.046507 -1.833451  0.244
H 4.573129 -2.012130 -1.730633  0.129
H 0.694462 -0.965517 -3.434546  0.215
H 0.089877 1.222743 -2.678625  0.093
H 0.751774 1.838114 -3.948189  0.080
H -2.234988 0.176428 -2.706992  0.099
H -1.557136 -1.186322 -3.513115  0.051
H -3.628296 0.318801 -4.598741  -0.043
H -3.700415 -1.168596 -4.103210  0.035
H -2.908387 -0.969064 -5.465653  0.134

Forces on atoms 1 to 2 (eV/Å):
9.024 -9.880 -1.242
-0.380 3.959 -2.752